Entry 1:
Computed, not measured: C33H30N2OPRhS as an isolated structure, with wB97M-V/def2-TZVPD.

Output
HOMO-LUMO gap (alpha / beta) ... 5.72 / 5.72 eV
Total charge ... +2
Spin multiplicity ... 1
E_LUMO (alpha / beta) ... -7.7 / -7.7 eV
Total energy ... -2309.81232 a.u.
HOMO energy (alpha / beta) ... -13.4577 / -13.4571 eV

The geometry in XYZ format:
```
69
Properties=species:S:1:pos:R:3:forces:R:3:mulliken_charge:R:1
Rh 0.556 -0.883 -0.033 -0.790 -0.114 3.355 -0.05
S 4.477 -1.799 1.989 -1.022 -0.212 -0.550 -0.16
C 4.673 -2.125 0.319 -0.313 -0.037 -0.169 -0.48
C 3.502 -2.053 -0.396 0.766 0.017 0.066 -0.57
C 2.391 -1.721 0.401 -0.055 1.652 0.386 -0.24
C 2.768 -1.579 1.745 0.754 -0.191 -0.996 -0.12
C 1.824 -1.303 2.777 -0.118 0.268 0.734 1.50
C 2.142 -1.261 4.142 -0.357 0.039 -0.477 -0.98
C 1.121 -1.113 5.058 -0.178 0.025 -0.176 -0.53
C -0.185 -0.985 4.599 0.119 0.046 -0.272 -0.96
C -0.408 -0.951 3.229 -0.638 0.124 0.390 -0.29
N 0.560 -1.105 2.341 0.695 -0.075 -1.664 0.40
H 5.651 -2.353 -0.063 0.143 -0.071 -0.040 0.50
H 3.456 -2.236 -1.454 0.062 0.001 -0.214 0.51
H 3.170 -1.346 4.456 0.088 -0.117 0.026 0.42
H 1.327 -1.096 6.115 0.055 -0.019 0.154 0.48
H -1.012 -0.896 5.283 -0.108 0.055 0.017 0.47
H -1.405 -0.789 2.840 -0.044 -0.022 -0.053 0.46
C -1.628 -2.843 -2.319 0.224 0.054 0.228 -1.12
C -1.415 -3.306 -0.881 -0.020 0.285 0.036 0.79
C -1.880 -4.743 -0.686 0.256 0.139 0.061 -1.62
C -2.088 -2.368 0.144 0.171 -0.765 0.025 -0.55
C -3.615 -2.193 0.047 0.097 -0.826 -0.014 -0.77
O -3.798 -0.780 -0.004 -0.256 0.812 -0.016 -0.46
C -2.611 -0.192 -0.037 0.722 -1.035 0.005 0.28
N -1.599 -1.001 0.003 -0.121 1.723 -0.137 1.08
C -2.618 1.269 -0.054 -0.280 0.727 0.025 -0.07
C -3.871 1.895 -0.047 0.271 -0.315 -0.063 -1.05
C -3.985 3.271 0.034 0.230 0.220 0.027 -0.91
C -2.846 4.057 0.130 -0.242 -0.084 -0.067 -0.70
C -1.594 3.466 0.101 0.222 -0.189 -0.022 -1.37
C -1.465 2.083 -0.016 -0.035 -0.462 0.593 0.94
P 0.202 1.407 -0.133 0.238 -0.899 -1.993 2.52
C 0.374 0.846 -1.860 0.378 0.321 0.390 0.20
C -0.645 0.882 -2.817 -0.179 -0.108 -0.389 -1.10
C -0.388 0.467 -4.115 -0.330 0.124 0.489 -0.58
C 0.882 0.036 -4.473 0.577 -0.098 0.299 -0.73
C 1.906 0.008 -3.533 -0.289 -0.372 -0.512 -1.02
C 1.654 0.379 -2.221 0.222 0.244 0.481 -0.14
C 1.415 2.702 0.183 -0.106 -0.840 0.718 0.06
C 2.060 3.444 -0.803 -0.202 -0.125 -0.140 -0.08
C 2.986 4.399 -0.418 -0.026 0.003 -0.025 -0.80
C 3.272 4.599 0.926 -0.062 -0.040 0.005 -0.54
C 2.634 3.850 1.905 0.024 0.004 0.077 -0.87
C 1.714 2.891 1.534 -0.107 -0.038 -0.080 -0.07
H -1.188 -3.565 -3.001 0.033 -0.039 -0.115 0.51
H -1.153 -1.875 -2.497 -0.085 0.013 -0.073 -0.02
H -2.686 -2.768 -2.558 -0.123 0.025 -0.095 0.32
H -0.325 -3.247 -0.660 -0.242 -0.153 -0.029 -0.13
H -2.938 -4.841 -0.921 -0.151 -0.036 -0.038 0.35
H -1.719 -5.082 0.335 -0.015 -0.060 0.111 0.43
H -1.327 -5.402 -1.351 -0.034 -0.072 -0.020 0.43
H -1.807 -2.729 1.143 -0.037 0.060 -0.091 0.64
H -4.152 -2.571 0.918 0.080 0.029 -0.120 0.28
H -4.049 -2.627 -0.857 0.054 0.055 0.085 0.40
H -4.759 1.284 -0.094 -0.055 -0.024 0.010 0.60
H -4.963 3.727 0.038 -0.073 0.032 0.023 0.45
H -2.930 5.129 0.228 0.001 0.070 -0.022 0.48
H -0.706 4.079 0.166 -0.018 0.037 0.005 0.52
H -1.623 1.263 -2.556 -0.041 -0.007 -0.018 0.41
H -1.174 0.483 -4.855 -0.066 0.083 -0.019 0.49
H 1.082 -0.260 -5.490 0.032 -0.008 -0.121 0.45
H 2.900 -0.285 -3.833 0.096 -0.063 0.026 0.52
H 2.473 0.457 -1.509 -0.057 -0.039 -0.151 0.90
H 1.832 3.285 -1.847 0.020 0.026 -0.065 0.47
H 3.483 4.992 -1.170 0.044 0.031 -0.060 0.46
H 3.999 5.341 1.213 0.087 0.111 0.020 0.44
H 2.855 4.008 2.950 0.060 0.027 0.062 0.46
H 1.214 2.274 2.271 0.050 0.069 0.175 0.45
```
Forces are in eV/Å.


Entry 2:
Computed, not measured: C33H30N3O2Se3Te2Y as an isolated structure, with wB97M-V/def2-TZVPD.

Output
HOMO-LUMO gap ... 5.95 eV
Spin multiplicity ... 1
E_LUMO ... -0.7 eV
Total energy ... -9369.04680 a.u.
HOMO energy ... -6.6647 eV

The geometry in XYZ format:
```
74
Properties=species:S:1:pos:R:3:forces:R:3:mulliken_charge:R:1
Y 1.533 0.339 -0.517 0.774 -0.078 -0.011 0.38
C 0.529 -4.119 1.670 -0.059 0.000 -0.120 -0.70
O 1.183 -3.226 2.594 0.093 0.007 0.118 -0.42
C 1.399 -2.093 1.908 -0.127 -0.107 -0.245 -0.12
N 1.162 -2.082 0.658 -0.024 0.334 0.019 0.54
C 0.762 -3.457 0.296 0.061 -0.015 0.064 0.43
C -0.411 -3.611 -0.643 0.021 -0.008 -0.072 0.28
C -0.904 -2.579 -1.429 -0.043 0.051 0.163 0.02
C -1.976 -2.793 -2.284 -0.031 -0.003 0.039 -1.13
C -2.554 -4.048 -2.384 -0.030 0.031 -0.024 -0.40
C -2.056 -5.091 -1.617 -0.002 -0.050 0.003 -0.75
C -0.997 -4.872 -0.752 0.048 -0.022 -0.029 -0.61
C 1.915 -0.957 2.688 0.033 0.097 0.120 0.41
C 2.318 -1.097 4.011 -0.025 -0.020 -0.054 -1.08
C 2.811 0.016 4.668 0.006 0.027 0.014 -0.60
C 2.875 1.229 3.998 -0.015 -0.006 -0.038 -0.86
C 2.441 1.266 2.684 0.006 -0.106 0.104 -0.07
N 1.979 0.197 2.041 -0.101 -0.006 -0.184 0.87
C 2.436 2.489 1.868 -0.098 0.088 -0.272 0.08
N 2.034 2.497 0.662 -0.175 -0.226 0.042 1.60
C 2.073 3.884 0.188 0.049 0.067 -0.032 -0.80
C 2.790 4.617 1.348 -0.005 0.056 -0.084 -0.57
O 2.850 3.630 2.412 0.040 -0.062 0.182 -0.49
C 0.693 4.432 -0.095 0.003 -0.031 -0.007 0.48
C 0.577 5.550 -0.915 0.002 -0.010 0.024 -0.46
C -0.665 6.103 -1.173 0.009 0.032 -0.023 -0.69
C -1.806 5.534 -0.624 -0.035 0.000 -0.002 -0.47
C -1.696 4.414 0.184 -0.015 -0.006 0.007 -0.84
C -0.449 3.868 0.456 0.028 -0.003 0.007 0.16
H -0.532 -4.155 1.927 0.012 -0.005 -0.010 0.37
H 0.975 -5.104 1.776 -0.007 0.018 -0.002 0.38
H 1.640 -3.896 -0.183 0.000 -0.064 0.021 -0.04
H -0.498 -1.583 -1.347 -0.016 -0.025 0.017 0.44
H -2.361 -1.964 -2.865 0.016 -0.001 -0.016 0.47
H -3.391 -4.212 -3.049 -0.003 -0.002 -0.012 0.42
H -2.495 -6.078 -1.688 -0.006 0.000 0.002 0.41
H -0.621 -5.702 -0.165 0.018 0.002 0.026 0.39
H 2.246 -2.059 4.495 -0.007 -0.007 0.006 0.55
H 3.141 -0.058 5.695 0.006 -0.001 0.006 0.45
H 3.247 2.127 4.468 0.005 0.003 0.002 0.57
H 2.669 3.914 -0.727 -0.029 0.016 0.012 0.35
H 2.231 5.473 1.719 0.023 -0.007 -0.006 0.37
H 3.813 4.904 1.109 -0.009 -0.026 0.005 0.30
H 1.463 5.973 -1.376 0.013 0.002 -0.005 0.42
H -0.745 6.967 -1.819 -0.004 0.006 -0.008 0.38
H -2.780 5.955 -0.840 -0.006 0.003 0.000 0.41
H -2.582 3.948 0.596 -0.012 -0.005 0.004 0.41
H -0.384 2.971 1.058 0.005 0.008 -0.009 0.22
Se 4.185 -0.642 -0.330 0.310 -0.102 -0.032 -0.48
Se 4.706 1.529 -1.095 -0.096 0.040 0.025 -0.23
Te 3.533 1.901 -3.304 0.026 0.016 -0.033 -0.12
Se 1.080 2.027 -2.741 0.058 -0.076 0.011 -0.55
C -0.678 0.349 0.162 -0.531 0.075 0.159 -1.48
C -1.887 0.377 0.322 0.051 0.074 0.089 0.73
C -3.306 0.435 0.491 -0.099 -0.056 0.023 0.37
C -4.141 0.524 -0.625 -0.005 0.027 -0.041 -0.31
C -5.516 0.578 -0.471 -0.013 0.004 -0.025 -0.64
C -6.080 0.545 0.796 -0.018 -0.005 0.029 -0.43
C -5.259 0.455 1.912 -0.020 0.002 0.001 -0.55
C -3.883 0.398 1.764 0.015 0.012 -0.034 -0.28
H -3.696 0.557 -1.612 0.002 0.003 0.015 0.51
H -6.151 0.649 -1.346 -0.002 -0.002 0.001 0.39
H -7.155 0.588 0.913 -0.002 0.002 0.008 0.39
H -5.693 0.430 2.903 -0.002 -0.001 0.002 0.38
H -3.238 0.328 2.630 0.002 0.000 0.005 0.44
C 0.890 -2.662 -4.473 -0.021 -0.014 0.078 -1.01
Te 2.398 -1.780 -3.230 -0.161 -0.065 0.090 0.53
C 2.952 -3.677 -2.421 0.019 0.008 -0.061 -0.93
H 1.359 -3.353 -5.169 0.038 0.011 -0.003 0.38
H 0.400 -1.868 -5.031 0.007 0.049 0.016 0.33
H 0.154 -3.183 -3.862 0.072 0.029 -0.023 0.22
H 2.051 -4.241 -2.190 -0.013 -0.009 -0.018 0.18
H 3.547 -3.507 -1.526 -0.007 0.026 -0.003 0.23
H 3.547 -4.221 -3.150 0.006 0.007 -0.020 0.47
```
Forces are in eV/Å.


Entry 3:
Computed, not measured: C33H31BN2O2S5SiW as an isolated structure, with wB97M-V/def2-TZVPD.

Output
HOMO-LUMO gap (alpha / beta) ... 6.45 / 6.34 eV
Total charge ... +2
Spin multiplicity ... 1
E_LUMO (alpha / beta) ... -6.7 / -6.8 eV
Total energy ... -3908.22901 a.u.
HOMO energy (alpha / beta) ... -13.1507 / -13.1127 eV

The geometry in XYZ format:
```
76
Properties=species:S:1:pos:R:3:forces:R:3:mulliken_charge:R:1
W 1.109 -0.426 -0.239 0.913 -0.656 -0.311 0.91
S 3.179 -1.475 -0.546 -0.656 0.419 0.033 -0.40
C 2.922 -2.571 -1.915 0.014 -0.115 0.009 1.17
C 4.010 -2.995 -2.672 0.045 0.022 0.031 -0.68
C 3.823 -3.851 -3.748 0.011 0.000 -0.001 -0.61
C 2.555 -4.316 -4.076 -0.001 0.004 -0.004 -0.77
C 1.463 -3.914 -3.324 -0.008 -0.007 0.035 -0.73
C 1.661 -3.051 -2.252 -0.050 -0.010 -0.052 -0.01
S 0.241 -2.514 -1.320 0.188 0.082 0.100 -0.11
C 0.198 -3.709 0.032 -0.082 0.080 -0.017 -1.14
C 0.389 -3.130 1.400 -0.024 0.043 -0.039 0.61
C 0.139 -3.982 2.458 -0.044 -0.066 0.034 -1.02
C 0.416 -3.577 3.748 -0.003 -0.037 0.044 -0.65
C 0.951 -2.319 3.926 -0.002 0.058 0.040 -1.01
C 1.156 -1.499 2.832 0.016 -0.003 0.030 0.57
C 1.840 -0.194 3.085 -0.017 -0.057 -0.115 -1.06
S 1.731 0.963 1.718 -0.133 -0.068 -0.009 -0.09
C 0.262 1.915 2.115 -0.008 0.034 -0.051 0.50
C 0.388 2.879 3.106 0.083 0.009 -0.024 -0.61
C -0.678 3.716 3.402 0.000 0.029 0.028 -0.85
C -1.853 3.628 2.672 -0.024 -0.026 -0.048 -0.81
C -1.980 2.673 1.671 0.059 -0.002 0.000 -0.69
C -0.926 1.809 1.408 -0.124 -0.180 0.055 0.54
S -1.238 0.465 0.232 0.131 0.363 0.276 -0.49
N 0.856 -1.870 1.568 -0.091 0.144 -0.026 0.49
H 5.000 -2.637 -2.419 -0.013 -0.023 -0.031 0.49
H 4.677 -4.156 -4.339 -0.015 0.002 0.021 0.43
H 2.415 -4.985 -4.914 0.015 0.002 0.019 0.43
H 0.467 -4.272 -3.559 0.022 0.033 -0.015 0.45
H 0.988 -4.431 -0.170 0.025 -0.020 0.002 0.58
H -0.756 -4.230 -0.027 -0.004 -0.046 0.025 0.64
H -0.248 -4.972 2.254 0.003 0.026 0.009 0.59
H 0.243 -4.235 4.589 -0.019 0.013 -0.020 0.50
H 1.217 -1.955 4.910 0.003 -0.026 -0.021 0.58
H 2.908 -0.375 3.229 0.022 -0.002 0.018 0.54
H 1.454 0.290 3.980 0.024 0.019 0.034 0.65
H 1.329 2.989 3.633 -0.026 0.010 -0.004 0.59
H -0.579 4.452 4.189 0.008 0.005 -0.033 0.44
H -2.675 4.301 2.876 0.011 -0.009 0.007 0.49
H -2.895 2.593 1.095 -0.010 0.003 0.036 0.60
C 2.532 4.683 -2.667 0.073 -0.042 0.014 -1.03
Si 0.829 4.220 -3.264 -0.014 -0.098 0.038 0.26
C 0.509 4.931 -4.948 -0.054 0.029 -0.083 -1.14
C -0.486 4.652 -2.012 -0.035 0.095 0.024 -0.77
C 0.648 2.318 -3.433 -0.003 -0.037 0.033 -0.17
C 0.030 1.731 -4.539 0.079 0.061 -0.002 0.08
C -0.249 0.370 -4.572 -0.015 0.054 -0.090 -1.38
C 0.064 -0.404 -3.480 0.053 -0.022 0.092 -0.04
N 0.683 0.117 -2.406 -0.113 0.127 0.100 -0.33
C 0.974 1.432 -2.416 -0.026 -0.051 -0.149 0.49
S 1.816 1.803 -0.926 -0.206 -0.020 0.042 -0.12
H 2.731 5.724 -2.935 -0.002 -0.031 0.025 0.38
H 3.307 4.071 -3.136 -0.009 0.043 0.014 0.38
H 2.633 4.594 -1.584 0.012 -0.001 -0.040 0.30
H 0.621 6.018 -4.913 -0.007 -0.043 -0.006 0.35
H -0.498 4.722 -5.317 0.037 0.016 0.008 0.33
H 1.232 4.553 -5.675 -0.031 0.033 0.001 0.37
H -0.542 5.730 -1.840 0.014 -0.049 -0.005 0.46
H -0.262 4.172 -1.054 -0.035 0.019 -0.015 0.04
H -1.471 4.314 -2.347 0.025 0.019 0.020 0.32
H -0.234 2.348 -5.391 -0.020 -0.037 0.024 0.46
H -0.719 -0.087 -5.432 0.009 0.006 0.016 0.43
H -0.175 -1.455 -3.479 -0.005 -0.010 0.023 0.61
O -1.721 -0.793 2.757 0.002 0.026 -0.078 0.08
B -2.215 -0.476 1.516 -0.027 -0.082 0.096 1.05
O -3.528 -0.789 1.352 0.027 -0.054 -0.149 -0.39
C -3.909 -1.332 2.579 0.023 0.040 -0.092 0.95
C -5.144 -1.796 2.959 -0.085 -0.043 0.010 -1.22
C -5.242 -2.261 4.268 0.024 0.009 -0.018 -0.52
C -4.147 -2.249 5.131 -0.006 0.005 -0.022 -0.80
C -2.902 -1.777 4.724 0.018 -0.058 0.095 -0.80
C -2.821 -1.327 3.428 0.037 0.020 0.019 0.40
H -5.987 -1.794 2.282 0.015 0.008 0.022 0.53
H -6.192 -2.634 4.625 0.003 0.003 -0.002 0.43
H -4.269 -2.608 6.143 0.003 -0.006 -0.008 0.43
H -2.055 -1.759 5.396 -0.001 0.025 -0.025 0.53
```
Forces are in eV/Å.


The records above give, respectively, relative energy (zero: lowest compared OMol25 entry of this formula, charge and spin) values of 0.00; 0.00; 6.33 kcal/mol.
The records above give, respectively, largest force on an atom values of 3.4; 0.8; 1.2 eV/A.